Entry 1:
# C10H13NS

An isolated molecule of C10H13NS at a distorted geometry (the ωB97M-V functional and the def2-TZVPD basis, the Open Molecules 2025 dataset).

The geometry in ORCA input format:
```
! wB97M-V def2-TZVPD RIJCOSX def2/J DEFGRID3
* xyz 0 1
C 2.95 -0.96 0.38
C 2.24 -2.12 0.17
C 2.33 0.26 0.14
C 0.89 -2.07 -0.29
C 1.03 0.37 -0.36
C 0.35 -0.85 -0.59
C -2.21 -0.56 0.26
C -3.73 -0.53 -0.06
C -1.80 -0.34 1.50
C 1.14 2.90 -0.66
N 0.42 1.62 -0.43
S -1.31 -0.89 -1.20
H 3.94 -0.99 0.77
H 2.66 -3.22 0.27
H 2.92 1.04 0.30
H 0.45 -3.05 -0.55
H -3.98 -1.44 -0.57
H -3.96 0.26 -0.95
H -4.32 -0.29 0.90
H -0.44 1.44 -0.92
H -0.79 -0.22 1.84
H -2.70 -0.11 2.22
H 0.54 3.74 -0.12
H 2.20 2.73 -0.35
H 1.18 3.26 -1.69
*
```

Summary:
HOMO, Ha: -0.291
Energy above the lowest of the compared OMol25 structures with the same formula, charge and spin, eV: 0.470
Gap between HOMO and LUMO, hartree: 0.3206
F_max, eV Å⁻¹: 4.086
DFT total energy, eV: -22904.299

Entry 2:
# C2H9N2O

A cluster of 2 separate species, C2H9N2O in total at a distorted geometry (the ωB97M-V functional and the def2-TZVPD basis, the Open Molecules 2025 dataset).

The geometry in ORCA input format:
```
! wB97M-V def2-TZVPD RIJCOSX def2/J DEFGRID3
* xyz 2 2
C 0.42 -0.21 -1.08
C -0.48 -1.11 -0.46
N -0.90 -2.20 -1.18
N 1.05 0.86 -0.24
H 0.23 0.31 -1.99
H -1.07 -0.81 0.38
H -1.65 -2.65 -0.69
H -0.80 -2.30 -2.22
H 0.85 1.79 -0.64
H 2.07 0.71 -0.24
H 0.84 0.95 0.76
H -0.31 1.04 3.11
H -0.42 2.19 2.14
O 0.17 1.44 2.34
*
```

Summary:
HOMO (spin up / spin down), Ha: -0.740 / -0.740
Energy above the lowest of the compared OMol25 structures with the same formula, charge and spin, eV: 1.433
Gap between HOMO and LUMO (spin up / spin down), hartree: 0.3629 / 0.2780
F_max, eV Å⁻¹: 5.314
DFT total energy, eV: -7227.017

Entry 3:
# C36H68N4O10

A cluster of 9 separate species, C36H68N4O10 in total at a distorted geometry (the ωB97M-V functional and the def2-TZVPD basis, the Open Molecules 2025 dataset).

The geometry in ORCA input format:
```
! wB97M-V def2-TZVPD RIJCOSX def2/J DEFGRID3
* xyz 0 1
O -1.81 -7.39 4.75
C -1.44 -6.62 5.59
O -0.46 -5.70 5.41
C 0.20 -5.68 4.16
C -0.55 -4.83 3.15
C -2.02 -6.57 6.97
H 0.29 -6.69 3.75
H 1.16 -5.21 4.33
H -1.58 -5.19 3.01
H -0.03 -4.55 2.24
H -0.84 -3.87 3.61
H -3.08 -6.35 7.02
H -1.59 -5.81 7.63
H -1.81 -7.47 7.55
O 1.74 3.43 -5.13
C 1.60 2.29 -4.75
O 2.54 1.58 -4.14
C 3.83 2.12 -3.89
C 4.89 1.44 -4.76
C 0.27 1.57 -4.72
H 4.13 1.93 -2.86
H 3.91 3.18 -4.14
H 4.84 0.37 -4.92
H 5.85 1.65 -4.28
H 4.85 1.83 -5.78
H -0.53 2.14 -5.19
H -0.09 1.36 -3.71
H 0.44 0.65 -5.27
O -0.08 2.52 5.65
C 0.79 2.21 4.87
O 1.76 3.07 4.57
C 1.78 4.36 5.17
C 0.83 5.36 4.54
C 0.96 0.84 4.31
H 2.82 4.69 5.21
H 1.48 4.27 6.21
H 0.53 6.05 5.33
H -0.03 4.85 4.10
H 1.22 5.92 3.69
H 0.71 0.86 3.24
H 0.44 0.03 4.81
H 2.03 0.63 4.36
O 2.24 2.29 1.42
C 3.28 2.88 1.43
O 3.43 4.16 0.99
C 2.39 4.67 0.19
C 2.55 4.29 -1.29
C 4.47 2.55 2.27
H 2.48 5.76 0.24
H 1.38 4.47 0.54
H 1.98 4.89 -2.00
H 2.11 3.30 -1.46
H 3.56 4.16 -1.67
H 5.38 2.36 1.69
H 4.26 1.67 2.88
H 4.75 3.34 2.97
O -1.20 5.70 -2.12
C -2.27 5.17 -2.06
O -2.53 4.01 -1.42
C -1.53 3.52 -0.55
C -0.48 2.67 -1.19
C -3.45 5.69 -2.84
H -2.02 2.95 0.25
H -1.01 4.27 0.05
H -0.84 1.80 -1.75
H 0.26 2.37 -0.45
H -0.01 3.20 -2.03
H -4.37 5.11 -2.90
H -3.09 5.68 -3.87
H -3.66 6.71 -2.54
C 3.13 -3.61 1.86
C 2.92 -4.89 1.04
C 3.49 -6.17 1.69
C 3.59 -6.22 3.15
N 3.60 -6.27 4.30
H 4.16 -3.43 2.17
H 2.53 -3.50 2.76
H 2.88 -2.78 1.19
H 3.29 -4.71 0.03
H 1.84 -5.01 0.89
H 4.46 -6.34 1.22
H 2.84 -7.00 1.41
C -4.69 -3.81 -5.48
C -3.18 -3.98 -5.63
C -2.31 -3.64 -4.43
C -2.84 -4.16 -3.21
N -3.34 -4.57 -2.26
H -5.05 -2.79 -5.32
H -5.03 -4.35 -4.59
H -5.17 -4.16 -6.39
H -2.82 -3.61 -6.59
H -3.01 -5.05 -5.79
H -2.34 -2.56 -4.23
H -1.30 -3.93 -4.68
C -6.38 1.37 -1.44
C -5.06 2.08 -1.75
C -3.82 1.21 -1.89
C -3.48 0.46 -0.67
N -3.24 -0.12 0.29
H -6.58 0.45 -2.01
H -7.30 1.92 -1.67
H -6.45 1.14 -0.38
H -4.88 2.79 -0.93
H -5.17 2.67 -2.66
H -2.95 1.77 -2.21
H -3.95 0.46 -2.68
C -0.30 -1.45 0.96
C 0.21 -0.13 0.39
C 1.09 -0.28 -0.86
C 0.42 -0.97 -1.93
N -0.07 -1.45 -2.84
H -1.25 -1.70 0.50
H -0.34 -1.50 2.05
H 0.43 -2.25 0.77
H 0.70 0.51 1.12
H -0.61 0.52 0.07
H 2.06 -0.64 -0.52
H 1.25 0.75 -1.21
*
```

Summary:
HOMO, Ha: -0.374
Energy above the lowest of the compared OMol25 structures with the same formula, charge and spin, eV: 0.000
Gap between HOMO and LUMO, hartree: 0.3841
F_max, eV Å⁻¹: 2.823
DFT total energy, eV: -64869.117

Entry 4:
# C31H22KN6O4

A structure of composition C31H22KN6O4 (the ωB97M-V functional and the def2-TZVPD basis, the Open Molecules 2025 dataset).

The geometry in ORCA input format:
```
! wB97M-V def2-TZVPD RIJCOSX def2/J DEFGRID3
* xyz -1 1
K 0.87 -1.48 0.37
O 4.01 -1.05 -3.19
C 3.27 -1.28 -2.21
N 2.07 -0.83 -1.89
C 1.45 0.18 -2.63
C 2.04 0.83 -3.74
C 1.42 1.89 -4.39
C 0.19 2.36 -3.97
C -0.43 1.72 -2.91
C 0.15 0.64 -2.26
N -0.58 0.06 -1.18
C -2.30 -0.32 -0.02
O -3.46 0.14 -0.76
C -2.64 -1.07 1.22
C -3.85 -0.83 1.87
C -4.11 -1.49 3.05
C -3.17 -2.38 3.55
C -2.00 -2.56 2.83
N -1.73 -1.92 1.69
C 3.91 -2.28 -1.20
C 5.22 -2.69 -1.47
C 5.85 -3.56 -0.61
C 5.17 -4.02 0.51
C 3.88 -3.57 0.70
N 3.27 -2.72 -0.12
H 3.00 0.49 -4.07
H 1.93 2.36 -5.22
H -0.28 3.21 -4.46
H -1.38 2.08 -2.55
H -4.55 -0.13 1.43
H -5.04 -1.31 3.58
H -3.33 -2.92 4.47
H -1.24 -3.25 3.18
H 5.69 -2.31 -2.37
H 6.87 -3.89 -0.81
H 5.63 -4.70 1.22
H 3.30 -3.90 1.56
O 1.10 5.78 5.05
C 0.30 5.78 3.94
O -0.22 6.82 3.63
C 0.16 4.51 3.23
C -0.48 4.51 1.98
C -0.66 3.36 1.25
C -0.22 2.09 1.72
C 0.44 2.12 2.99
C 0.62 3.27 3.70
N -0.36 0.90 1.13
C -1.17 0.78 -0.01
C -1.66 -0.89 -1.31
C -2.95 -0.39 -2.00
C -3.82 -1.48 -2.54
C -3.38 -2.74 -2.54
C -2.05 -3.07 -2.00
N -1.25 -2.26 -1.45
H 1.52 4.91 5.13
H -0.83 5.46 1.59
H -1.13 3.45 0.28
H 0.79 1.17 3.38
H 1.11 3.18 4.67
H -1.67 1.72 -0.30
H -2.81 0.40 -2.74
H -4.78 -1.22 -2.96
H -3.98 -3.54 -2.95
H -1.73 -4.11 -2.09
*
```

Summary:
HOMO, Ha: -0.143
Energy above the lowest of the compared OMol25 structures with the same formula, charge and spin, eV: 1.762
Gap between HOMO and LUMO, hartree: 0.2116
F_max, eV Å⁻¹: 0.560
DFT total energy, eV: -65961.247

Entry 5:
# CH2O2

An isolated molecule of CH2O2 at a distorted geometry (the ωB97M-V functional and the def2-TZVPD basis, the Open Molecules 2025 dataset).

The geometry in ORCA input format:
```
! wB97M-V def2-TZVPD RIJCOSX def2/J DEFGRID3
* xyz 0 1
C 0.29 0.30 -0.08
H -0.91 -1.13 -0.03
H 0.39 1.42 0.11
O -0.98 -0.19 0.00
O 1.21 -0.41 0.00
*
```

Summary:
HOMO, Ha: -0.407
Energy above the lowest of the compared OMol25 structures with the same formula, charge and spin, eV: 0.249
Gap between HOMO and LUMO, hartree: 0.4397
F_max, eV Å⁻¹: 3.525
DFT total energy, eV: -5164.166

Entry 6:
# C13H12BrF9IN4O

The ion C13H12BrF9IN4O with charge +1 at a distorted geometry (the ωB97M-V functional and the def2-TZVPD basis, the Open Molecules 2025 dataset).

The geometry in ORCA input format:
```
! wB97M-V def2-TZVPD RIJCOSX def2/J DEFGRID3
* xyz 1 1
C -0.71 2.35 4.53
C -1.68 1.72 3.82
C -2.14 2.29 2.51
N -1.82 1.49 1.30
N -0.65 1.78 0.64
C -0.54 0.98 -0.41
C 0.61 0.98 -1.35
C 0.82 -0.37 -2.03
C 1.64 -1.36 -1.18
F 0.80 -2.33 -0.76
F 2.15 -0.78 -0.06
C 2.77 -2.10 -1.95
F 3.08 -3.20 -1.24
F 2.30 -2.50 -3.14
C 4.12 -1.35 -2.13
F 4.93 -2.20 -2.78
F 4.67 -1.06 -0.95
C 4.11 -0.06 -2.99
F 3.50 -0.25 -4.15
F 5.36 0.31 -3.23
F 3.51 0.94 -2.32
N -1.59 0.18 -0.48
C -2.36 0.49 0.58
N -3.49 -0.19 0.83
I -4.74 0.04 2.41
C -3.83 -1.23 -0.14
C -2.90 -2.43 -0.09
O -2.57 -3.02 -1.06
Br -2.24 -2.94 1.65
H -0.82 2.61 5.58
H 0.24 2.64 4.07
H -2.09 0.78 4.18
H -3.20 2.52 2.55
H -1.61 3.24 2.39
H 0.00 2.49 0.95
H 0.47 1.75 -2.12
H 1.50 1.30 -0.80
H -0.13 -0.86 -2.23
H 1.30 -0.23 -2.99
H -3.78 -0.81 -1.15
H -4.85 -1.57 0.04
*
```

Summary:
HOMO, Ha: -0.461
Gap between HOMO and LUMO, hartree: 0.3082
F_max, eV Å⁻¹: 1.664
DFT total energy, eV: -124275.447

Number 6 is which compound?
C13H12BrF9IN4O